(1)
Molecular formula: C4H14O2Si2
Method: DFT, ωB97M-V/def2-TZVPD

The geometry in ORCA input format:
```
! wB97M-V def2-TZVPD RIJCOSX def2/J DEFGRID3
* xyz 0 1
C 1.3914 1.3339 -1.5284
C -2.1826 1.5763 0.6565
C 0.8628 -1.0399 2.1495
C 1.6421 0.2586 -0.4078
O -2.6262 -0.9786 -0.7138
O -0.2315 -1.7546 -2.0578
Si -2.1239 -0.3244 0.5715
Si 0.1917 -0.5585 0.4601
H 2.3460 1.7137 -1.9902
H 0.7939 0.8808 -2.3357
H 1.1531 2.3167 -1.1055
H -1.2407 2.1942 0.5118
H -2.9861 1.8619 -0.0452
H -2.5652 1.9048 1.6766
H 1.8352 -0.5546 2.2261
H 0.1477 -0.8162 3.0092
H 1.1482 -2.0666 2.4096
H 2.3530 0.6112 0.4255
H 2.1385 -0.6020 -0.9354
H -1.2078 -1.7241 -1.6721
H -0.1655 -1.4613 -2.9942
H -2.6023 -1.1154 1.6204
*
```

Summary:
- Max |F|: 0.048 hartree/bohr
- Energy above the lowest of the compared OMol25 structures with the same formula, charge and spin: 536.1 kJ/mol



(2)
Molecular formula: C4H14O3S
Method: DFT, ωB97M-V/def2-TZVPD

The geometry in ORCA input format:
```
! wB97M-V def2-TZVPD RIJCOSX def2/J DEFGRID3
* xyz 1 2
C 1.6078 1.8263 -0.3714
O 2.8487 1.4423 -0.9038
C 0.4727 0.9457 -0.8698
C -0.9170 1.5989 -0.8295
C -1.9334 0.8939 0.1415
S -1.2126 0.9961 1.7349
H 1.6963 1.7277 0.7288
H 1.4130 2.9075 -0.3982
H 3.1469 2.0671 -1.5773
H 0.5063 -0.0291 -0.3709
H 0.6741 0.7064 -1.9178
H -1.3686 1.4873 -1.8040
H -0.9817 2.6613 -0.6066
H -2.8436 1.5057 0.1419
H -2.1746 -0.1217 -0.1686
H -1.0470 -0.3096 2.0655
H 0.0410 -3.7573 -1.0385
H 1.4437 -3.9185 -0.4242
O 0.5149 -3.7923 -0.1962
H 0.1276 -3.1506 2.0334
H -1.3390 -2.5960 2.0627
O -0.6756 -3.0910 2.5681
*
```

Summary:
- Max |F|: 0.032 hartree/bohr
- Energy above the lowest of the compared OMol25 structures with the same formula, charge and spin: 86.2 kJ/mol
- <S²>: 0.753



(3)
Molecular formula: C4H14O4
Method: DFT, ωB97M-V/def2-TZVPD

The geometry in ORCA input format:
```
! wB97M-V def2-TZVPD RIJCOSX def2/J DEFGRID3
* xyz -1 2
C -1.9948 -2.3866 1.0902
C -2.6124 -3.5421 0.3462
C -1.8737 -4.8097 0.8282
C -2.4812 -3.3155 -1.1643
O -1.8580 -2.2704 2.2813
H -1.5632 -1.5783 0.4672
H -3.6516 -3.6688 0.6494
H -2.0908 -4.9259 1.8858
H -0.8181 -4.7592 0.5586
H -2.2123 -5.6633 0.2782
H -2.5349 -2.2569 -1.3429
H -3.2286 -3.8339 -1.7599
H -1.5383 -3.7491 -1.5001
H 0.7611 5.6755 -2.6307
H 1.4816 5.0123 -3.7139
O 0.5719 5.0877 -3.3773
H 2.0841 6.5503 0.6497
H 3.3961 6.6352 1.4428
O 3.0442 6.6660 0.5321
H 5.7211 4.4473 1.2322
H 5.5222 3.1943 2.0489
O 5.8755 3.4912 1.1984
*
```

Summary:
- Max |F|: 0.020 hartree/bohr
- Energy above the lowest of the compared OMol25 structures with the same formula, charge and spin: 92.9 kJ/mol
- <S²>: 0.750